(1)
# C9H10N

A gas-phase ion, C9H10N (charge +1) (wB97M-V/def2-TZVPD, the Open Molecules 2025 dataset).

Element x y z (Å)
H  3.5874  -0.9408  -0.5525
H  3.3077  0.8870  -0.7978
H  -1.5743  -2.3323  0.5708
C  1.7525  0.1444  -0.0491
C  -1.6238  -1.3180  0.2008
C  0.8857  1.1660  -0.3226
H  -1.6756  2.5535  -0.3622
H  -3.8137  1.2829  -0.1227
C  -1.6561  1.4142  -0.3106
H  -3.6476  -1.0942  0.2686
H  3.8775  0.3289  0.7294
C  -0.4844  0.6788  -0.1174
C  -2.8876  0.7819  -0.2316
N  -0.5085  -0.6549  0.1331
H  1.1867  -1.1878  1.3594
C  3.2469  0.0446  -0.0947
C  0.8052  -1.2449  0.3654
H  0.9193  2.1798  -0.5185
H  1.0928  -2.0627  -0.1403
C  -2.7903  -0.6263  -0.0073

Atomic forces in eV per Å
H -0.4 1.4 0.5
H 1.4 -0.4 -0.3
H -0.2 -0.1 -0.3
C -1.9 -1.8 0.5
C -2.1 -0.3 0.3
C -0.7 -3.6 1.8
H 0.6 -1.8 -0.2
H -0.7 0.4 -0.4
C -0.9 1.9 0.4
H -2.5 -1.6 0.3
H -0.3 -0.1 0.8
C 0.8 0.5 -1.3
C 2.7 -2.4 0.8
N 2.1 0.5 0.2
H -0.7 -0.7 1.3
C -0.8 0.0 -2.1
C 1.7 7.4 0.0
H 1.1 1.8 -0.5
H 0.4 -2.9 -1.9
C 0.5 1.7 0.0

For the gap between HOMO and LUMO, the calculation gives 8.8 eV. The calculation puts the HOMO energy at -0.48497 hartree. The calculation puts the LUMO energy at -4.43 eV. As for the total energy: -10976.9508 eV. The total charge is +1. As for the SMILES: CC1=Cc2cccc[n+]2C1.


(2)
# C9H10N2O

C9H10N2O in the gas phase (wB97M-V/def2-TZVPD, the Open Molecules 2025 dataset).

Element x y z (Å)
H  1.9691  0.6317  -1.3875
O  1.8180  -3.6992  -2.1460
H  0.4564  3.1231  2.0823
C  -1.6501  0.8067  0.9639
C  1.2734  -2.5249  -1.7527
C  -0.3535  0.7670  0.2470
C  1.3918  -0.3180  -1.2144
H  3.0482  -1.4143  -2.2249
H  -1.2129  -1.7444  0.1635
N  0.0859  -2.6996  -1.2020
C  -0.3721  2.7779  1.3511
C  2.0363  -1.3813  -1.7491
N  0.1763  1.9526  0.2019
H  -1.7645  -0.1226  1.5493
H  -0.8356  1.3911  2.8594
H  -0.9099  3.5668  0.7891
H  1.0371  -4.2724  -2.1763
C  0.2080  -0.4288  -0.5267
H  -2.2415  2.3405  2.3318
C  -0.3312  -1.6340  -0.4989
C  -1.3535  1.8442  2.0489
H  -2.4757  1.0377  0.2903

Atomic forces in eV per Å
H -1.2 -0.6 0.9
O -0.1 0.2 -1.1
H -1.2 -0.2 -1.7
C 0.4 -1.8 2.4
C 0.2 -2.5 0.8
C 0.9 1.5 -1.8
C 2.9 2.8 -1.1
H -1.2 0.4 0.5
H 0.3 -0.4 -0.8
N 0.1 1.2 0.9
C 0.3 0.0 -1.3
C 0.6 -0.7 -1.1
N 1.3 -1.6 1.5
H -0.8 0.0 -0.7
H 0.0 -0.5 0.9
H 0.5 0.3 1.0
H 0.3 -0.4 0.1
C 0.3 4.0 0.8
H -0.9 0.5 0.8
C -3.1 -2.5 0.6
C 0.3 0.5 -1.7
H 0.0 -0.2 0.1

For the gap between HOMO and LUMO, the calculation gives 9.5 eV. The calculation puts the HOMO energy at -0.32581 hartree. The calculation puts the LUMO energy at 0.67 eV. As for the total energy: -14521.6355 eV. The total charge is 0. As for the SMILES: Oc1ccc(C2=NCCC2)cn1.


(3)
# C9H10N2O2

C9H10N2O2 in the gas phase (wB97M-V/def2-TZVPD, the Open Molecules 2025 dataset).

Element x y z (Å)
C  0.0801  1.3255  0.8759
H  2.4324  0.9551  -1.8590
N  -1.9611  2.7891  1.0784
C  2.0077  0.9586  -0.8287
H  -0.8035  -2.4664  -2.5055
N  0.0396  -0.3945  2.7508
H  2.3128  -0.0573  -0.4022
C  -0.2373  -0.0409  1.3045
H  -0.9095  -1.9754  1.0482
H  -0.2572  0.2771  -2.4261
C  0.5184  1.2486  -0.6449
C  -0.6242  -1.0269  -0.8236
H  0.9257  1.7353  1.4838
C  -0.1817  0.1490  -1.3784
H  -2.3309  -1.9997  -1.7055
O  -0.4932  -1.3709  3.2168
C  -1.0330  2.1395  1.0340
O  0.9291  0.2089  3.2809
H  -1.3079  -3.1200  -0.9762
H  0.3775  2.1747  -1.3110
H  2.4560  1.7629  -0.1980
C  -0.6828  -1.0372  0.5587
C  -1.2572  -2.2352  -1.5727

Atomic forces in eV per Å
C 3.5 -0.4 -1.4
H -0.8 0.4 0.6
N -1.5 1.1 0.2
C 1.4 -0.6 1.6
H 0.4 0.0 -0.8
N -0.2 -0.7 -1.6
H -0.5 1.3 -0.3
C -0.1 -1.0 2.1
H -0.1 0.1 0.2
H 0.2 0.0 -1.1
C -0.3 0.2 -1.7
C -0.7 1.2 -3.5
H -0.6 -0.4 -0.5
C -1.0 -2.1 0.6
H 0.5 0.0 -0.4
O -0.6 -0.2 0.3
C -1.0 0.9 0.0
O 0.7 1.2 0.7
H 0.5 -0.6 0.6
H -0.3 -0.8 1.8
H 0.5 -0.7 -0.7
C 0.8 -1.1 2.3
C -0.9 2.0 0.8

For the gap between HOMO and LUMO, the calculation gives 8.4 eV. The calculation puts the HOMO energy at -0.33699 hartree. The calculation puts the LUMO energy at -0.75 eV. As for the total energy: -16565.5274 eV. The total charge is 0. As for the SMILES: CC1=C[C@H](C)[C@@H](C#N)C([N+](=O)[O-])=C1.


(4)
# C9H10N2O2S

C9H10N2O2S in the gas phase (wB97M-V/def2-TZVPD, the Open Molecules 2025 dataset).

Element x y z (Å)
C  0.8174  1.0729  -0.2259
H  -3.7474  -2.9178  0.0843
C  0.7282  3.6708  1.7971
H  1.5615  0.4907  -0.8061
H  -0.9034  -4.9266  -0.5032
C  -1.9657  -3.0817  -0.1471
H  -0.7872  3.1334  0.3616
C  -0.8427  -1.1730  -0.4970
H  0.1946  4.5211  -0.0548
N  0.2786  -1.8280  -0.8311
O  -3.1551  -3.6973  0.0998
C  1.0856  2.5758  -0.4827
H  1.5893  3.8200  3.9196
H  1.9705  -3.2429  -1.6036
O  1.3613  -3.8736  -1.1861
H  0.7914  2.7159  -1.5529
S  -0.8949  0.6046  -0.7006
C  -0.8689  -3.8429  -0.4849
H  0.9830  0.8593  0.8313
C  0.2567  -3.1718  -0.8362
C  0.2267  3.5188  0.3972
H  2.1293  2.8174  -0.3000
C  1.1737  3.7335  2.9352
N  -1.9827  -1.7785  -0.2141

Atomic forces in eV per Å
C 0.9 0.1 0.0
H -0.2 -0.6 0.3
C 0.5 -0.4 1.4
H -0.7 0.2 0.3
H -0.1 0.2 0.1
C -0.6 -1.2 -0.8
H -0.3 0.1 0.4
C 1.0 -0.7 -1.1
H 0.1 -0.3 0.1
N 0.5 0.2 0.0
O 0.5 1.2 -0.1
C -1.2 -0.3 -0.4
H -0.2 0.0 -0.3
H 0.0 -0.1 0.2
O -0.4 0.8 -0.2
H 0.5 0.4 0.7
S 0.4 -0.3 0.5
C -0.4 -1.6 0.5
H -0.2 -0.2 0.0
C 0.4 1.2 0.2
C 0.5 0.3 0.1
H 0.1 -0.2 -0.3
C -0.7 0.0 -2.1
N -0.4 1.4 0.6

For the gap between HOMO and LUMO, the calculation gives 9.6 eV. The calculation puts the HOMO energy at -0.32739 hartree. The calculation puts the LUMO energy at 0.66 eV. As for the total energy: -27404.2607 eV. The total charge is 0. As for the SMILES: C#CCCCSc1nc(O)cc(O)n1.


(5)
# C9H10N2O2S2

C9H10N2O2S2 in the gas phase (wB97M-V/def2-TZVPD, the Open Molecules 2025 dataset).

Element x y z (Å)
C  -1.3663  -0.5126  -0.0070
S  1.4609  0.2255  1.6122
C  -0.2609  0.2201  -1.9111
H  -0.4426  -0.6314  -3.7849
O  1.1666  -0.9657  0.9078
C  3.5693  0.3240  0.1268
C  -0.6812  -0.8473  -2.7654
C  -1.4584  -1.8052  -2.1012
O  2.9911  0.6868  1.3394
H  -2.8576  0.0749  2.7269
H  0.3178  0.9824  -2.4674
S  0.3270  1.6616  0.4581
N  -1.6977  -2.6891  2.6229
H  -2.3195  1.3744  1.6759
H  4.6615  0.7385  0.0050
N  -1.5593  -0.5540  1.3870
H  3.4524  -0.7475  0.0862
C  -1.7541  -1.6592  -0.7357
H  -1.2254  1.0030  2.7573
H  2.9537  0.6454  -0.7719
C  -0.5575  0.4428  -0.5775
H  -2.5351  -2.3124  -0.3342
H  -1.7780  -2.7892  -2.5466
C  -1.7597  -1.7386  1.9906
C  -2.0740  0.4562  2.1962

Atomic forces in eV per Å
C -0.1 -1.9 0.4
S 0.5 1.9 1.4
C 0.6 0.9 -2.4
H 0.0 -1.0 -0.6
O 0.3 -2.5 -0.9
C 0.9 0.2 -2.6
C -0.4 1.7 3.2
C 0.2 -1.3 -0.2
O -0.6 1.0 1.0
H -1.9 -0.4 1.9
H -0.1 -0.3 0.7
S -0.7 -0.1 -1.2
N -0.6 -1.2 0.6
H -0.9 -0.3 -0.9
H -2.3 -1.0 0.6
N -0.6 -1.8 -0.9
H 1.0 -0.5 -0.3
C -0.8 1.1 -1.0
H -1.2 -1.5 0.4
H 0.6 0.3 1.0
C 0.8 0.2 0.1
H 0.7 -0.1 0.2
H 0.2 1.4 0.1
C 1.4 0.6 -0.9
C 3.0 4.9 0.2

For the gap between HOMO and LUMO, the calculation gives 8.9 eV. The calculation puts the HOMO energy at -0.32273 hartree. The calculation puts the LUMO energy at 0.16 eV. As for the total energy: -38237.4128 eV. The total charge is 0.


(6)
# C9H10N2O3

2 unconnected molecules or ions with the total composition C9H10N2O3 (wB97M-V/def2-TZVPD, the Open Molecules 2025 dataset).

Element x y z (Å)
C  -1.2128  -2.3491  -0.7592
C  -2.6154  -0.8112  1.6092
H  -1.1941  2.3085  -1.3986
C  -0.5686  -2.3719  0.4144
N  0.1165  -1.3503  0.9842
C  0.8447  2.3021  -1.0786
C  1.8316  1.5386  -0.4839
H  -0.6162  -1.7600  -1.5256
H  -0.7109  -3.0668  1.1348
C  -0.7079  0.4529  -0.4786
H  -1.7830  -3.1767  -1.0679
C  -0.3756  1.7404  -0.9459
H  -1.8647  -0.1765  1.2592
C  1.5956  0.3394  0.2158
H  -2.2974  -1.8262  2.1353
O  3.4320  2.6594  -1.7219
H  0.7634  -1.5382  1.7312
H  2.3978  -0.0882  0.7537
N  3.1974  2.1420  -0.6309
H  -1.6099  0.0820  -0.7753
O  -3.7875  -0.5642  1.4461
C  0.3058  -0.1663  0.3077
H  1.0893  3.2063  -1.5394
O  3.7698  2.4740  0.4143

Atomic forces in eV per Å
C 3.1 0.8 -0.9
C -2.4 -2.8 1.4
H 0.1 -0.3 0.0
C -1.1 1.0 -1.1
N 0.9 0.6 0.0
C 1.3 -1.8 1.6
C 0.8 -0.9 0.1
H -1.7 -0.4 0.6
H -0.8 -2.7 1.8
C 4.1 2.6 1.1
H -0.6 -0.8 -0.3
C -3.1 -0.4 -1.4
H 1.2 1.1 -0.2
C 0.0 2.4 -0.5
H -0.5 1.9 -0.7
O 0.3 -1.3 0.7
H 0.0 -0.2 0.0
H 0.8 -0.6 0.4
N -0.7 2.8 0.9
H -2.2 -1.0 -0.1
O 0.8 -0.1 0.1
C -0.1 0.4 -2.0
H 0.0 1.2 -0.7
O -0.1 -1.4 -1.1

For the gap between HOMO and LUMO, the calculation gives 8.2 eV. The calculation puts the HOMO energy at -0.32225 hartree. The calculation puts the LUMO energy at -0.57 eV. As for the total energy: -18611.5742 eV. The total charge is 0. As for the SMILES: C=CNc1cccc([N+](=O)[O-])c1.C=O.